Entry 1:
# C17H75F3NO34S

A cluster of 30 separate species, C17H75F3NO34S in total (ωB97M-V/def2-TZVPD, OMol25).

```
131
Properties=species:S:1:pos:R:3
H -0.740 -0.989 0.382
O -0.559 -2.899 -7.647
H -0.585 -5.722 1.406
H -4.925 2.258 7.852
H 6.532 -4.846 -4.114
H -3.315 -2.058 -6.470
N 0.755 0.122 2.122
H -3.547 5.126 -2.344
H -3.855 3.019 7.082
H -4.231 -0.069 7.035
O -0.642 4.412 0.264
O -6.866 1.132 5.845
H -0.424 -3.346 1.693
H 1.225 -1.279 -0.667
H 0.808 6.223 2.623
H 1.315 0.360 -1.389
S -0.320 3.133 -0.305
H -0.808 4.232 -4.364
C 0.327 2.146 1.023
O 6.864 -3.951 -3.988
H 3.673 -6.060 1.319
H -4.445 5.450 5.970
O -4.170 2.123 7.268
O -6.315 -2.030 5.635
H -3.289 -0.306 9.699
O -1.545 3.699 -4.048
C 0.234 0.747 1.056
H 0.233 -0.464 -3.198
H 4.511 -2.590 -3.704
H 1.965 2.635 3.940
H -6.466 -1.124 5.925
C -0.087 -1.034 -2.336
H -3.331 2.585 -0.223
H -3.381 1.201 2.206
H 3.724 -4.836 -5.367
O 11.356 2.077 -5.002
H -2.055 1.516 1.543
C 1.541 -6.047 1.340
H 5.159 2.434 -1.710
O -0.842 -3.254 -1.695
H -9.818 0.084 6.201
C 1.753 -3.279 1.630
H 1.114 -2.830 -2.309
H -1.183 6.780 -0.411
C 0.394 -5.272 1.440
H -1.286 -5.350 -4.146
H -3.607 3.144 -4.533
O -1.442 2.551 -0.986
H 8.316 4.210 -5.348
H -4.161 -1.453 9.230
C 1.481 2.132 3.121
H 6.579 -6.541 1.620
H -1.157 -0.861 -2.216
H 0.127 -4.035 4.559
F 1.323 2.518 -2.316
H -0.135 -2.782 -3.543
F 2.178 3.688 -0.689
O 3.081 -5.453 -5.732
C -0.386 -0.051 -0.034
O -1.948 -4.661 -4.033
H -1.351 -2.435 -7.335
H -4.713 1.414 4.745
H -4.686 4.115 -2.163
H 11.993 2.692 -5.379
O -1.145 6.997 -1.348
H -2.679 -0.671 -6.452
O 1.270 5.790 3.350
O -4.130 -0.739 9.875
H 2.252 -0.629 -4.928
O -4.231 2.705 0.104
H -7.619 0.593 6.131
H 1.461 -7.115 1.212
C 0.500 -3.896 1.599
O 8.644 3.356 -5.047
H -0.429 6.454 -1.686
O -3.108 -1.310 -7.042
H 0.076 -2.195 -7.804
O -4.477 5.056 -2.103
H -1.639 -2.728 -1.586
C 0.947 2.834 2.051
H -7.241 1.703 5.168
C 1.109 3.475 -1.459
O 7.493 2.104 -2.353
H 1.914 6.445 3.640
H 3.824 2.341 -0.978
H 7.119 1.216 -2.340
H 5.905 -7.749 0.989
H 2.405 -2.115 -5.152
C 2.795 -5.435 1.388
H -4.307 0.099 4.110
H -5.603 -2.344 6.202
H 7.820 -4.040 -4.068
H -4.585 2.973 -5.680
H 3.880 -3.604 1.578
H 5.307 -1.973 -4.837
H -4.370 3.660 0.126
H -3.353 5.721 6.999
C 2.905 -4.063 1.532
O -3.477 -0.508 6.630
O -2.607 0.775 1.794
O 5.773 -6.813 1.171
O -0.276 -4.902 4.662
O 2.838 -1.185 1.586
H -1.253 0.435 -0.449
O -4.236 2.516 -4.908
C 0.663 -0.461 -1.107
O 4.517 -2.494 -4.662
H -2.919 0.229 6.368
C 1.874 -1.844 1.774
O -9.159 -0.568 5.936
O 0.663 -1.239 2.212
H 8.429 1.956 -2.531
H 2.694 -4.982 -6.477
H 8.247 3.233 -4.177
H -9.649 -1.394 5.877
F 0.838 4.609 -2.078
H -2.747 0.669 -4.472
O -3.961 5.040 6.694
O -1.977 0.185 -4.799
H -1.884 -4.406 -3.103
H -1.332 0.880 -4.975
H -1.039 -4.747 5.229
C 1.363 0.767 3.135
O 4.512 1.801 -1.375
O -4.353 1.046 3.928
O 1.763 -1.455 -4.861
H -1.459 3.697 -3.089
H 1.010 3.910 2.037
H 1.741 0.176 3.952
H 10.662 2.640 -4.638
C 0.087 -2.535 -2.507
```

## Properties
net charge	+1
E	-4003.14079	Ha
spin multiplicity	1
HOMO energy	-11.735	eV
E_LUMO	-4.681	eV


Entry 2:
# C17H7BrF17N2O5S2SeZn

A structure of composition C17H7BrF17N2O5S2SeZn (ωB97M-V/def2-TZVPD, OMol25).

```
53
Properties=species:S:1:pos:R:3
C -2.754 0.608 -2.149
N -1.670 2.803 2.403
Se 0.746 1.143 -2.465
H -2.356 -1.799 0.014
O -3.198 1.778 0.668
O -0.815 5.095 2.087
F 1.435 -4.306 -1.817
S -0.532 3.728 1.795
C 1.090 -3.032 -1.529
C -2.887 -1.168 -0.687
F 0.013 -2.753 -2.288
O -0.121 3.319 0.484
F 3.339 1.452 -4.042
S -2.185 1.549 1.656
F 5.889 1.548 -3.223
F -3.978 1.477 3.583
F 1.699 -2.917 2.133
N -2.170 -0.230 -1.298
C 4.907 1.416 -2.321
H -5.929 -0.529 -2.003
C 0.894 3.298 2.889
F 0.706 3.756 4.127
C -4.106 0.530 -2.440
F 2.086 -2.250 -1.958
H -0.643 -3.596 1.377
C 2.886 1.154 -0.488
C 5.217 1.328 -0.978
H -4.550 1.232 -3.131
C 3.586 1.367 -2.728
F -3.598 -0.410 2.599
F 1.069 1.985 2.952
C -4.241 -1.300 -0.928
C 0.742 -2.806 -0.037
H -1.124 -3.838 -0.312
Br -5.217 -2.641 -0.028
C -0.287 -3.864 0.384
H 0.123 -4.873 0.402
Zn -0.239 0.138 -0.516
O -1.163 0.569 1.291
F -2.168 0.379 4.014
C -3.028 0.707 3.062
F 2.944 -2.060 0.595
C 2.536 1.228 -1.831
O 0.298 -1.548 0.137
C 4.197 1.197 -0.053
F 2.003 3.859 2.398
H -2.118 1.365 -2.591
F 4.486 1.121 1.248
F 6.493 1.375 -0.577
C -4.868 -0.442 -1.815
C 2.013 -2.992 0.830
F 1.941 1.045 0.457
F 2.605 -4.195 0.646
```

## Properties
net charge	-1
E	-10386.80125	Ha
relative energy (zero: lowest compared OMol25 entry of this formula, charge and spin)	33.88	kJ/mol
spin multiplicity	1
HOMO energy	-5.435	eV
E_LUMO	2.047	eV


Entry 3:
# C17H9BrNO9ReS

A structure of composition C17H9BrNO9ReS (ωB97M-V/def2-TZVPD, OMol25).

```
39
Properties=species:S:1:pos:R:3
H 3.856 -3.608 -0.844
O -0.689 1.045 -1.336
O -0.826 3.193 -1.928
O 3.928 1.020 0.538
O 2.021 2.379 1.173
Br -2.367 -1.432 -0.619
N -0.484 1.531 1.088
O 1.865 0.917 -0.743
H 2.420 -5.375 -1.843
Re 0.382 -0.064 0.139
H -0.662 4.783 0.477
C 2.238 -2.222 -0.612
C 0.879 -1.953 -0.685
C 2.009 -4.425 -1.524
H 2.914 -1.459 -0.250
O -0.494 -0.226 4.070
C -0.423 1.479 2.395
C -0.153 -5.189 -2.331
C -1.490 -5.002 -2.538
C -0.599 3.860 1.030
C -1.360 -2.899 -1.377
H -0.327 4.892 4.016
H -3.160 -3.694 -2.153
C 2.797 -3.448 -0.984
C -0.461 0.028 2.883
O 1.919 -0.020 1.414
C -0.413 2.647 3.129
C -0.572 2.638 0.388
O -0.549 -0.810 1.914
S 2.500 1.134 0.616
C -0.479 3.855 2.426
O -0.468 5.041 3.072
H -2.080 -5.732 -3.070
C 0.042 -2.985 -1.221
H -0.326 2.603 4.205
C -2.100 -3.849 -2.035
C -0.686 2.308 -1.108
C 0.628 -4.206 -1.690
H 0.339 -6.090 -2.671
```

## Properties
net charge	-1
E	-4435.78816	Ha
relative energy (zero: lowest compared OMol25 entry of this formula, charge and spin)	129.80	kJ/mol
spin multiplicity	4
HOMO energy (spin up / spin down)	-5.264 / -5.788	eV
expectation value of S²	3.774
E_LUMO (spin up / spin down)	2.442 / 1.963	eV


Entry 4:
# C17H9Cl5N2O2PtS

A structure of composition C17H9Cl5N2O2PtS (ωB97M-V/def2-TZVPD, OMol25).

```
37
Properties=species:S:1:pos:R:3
C 0.482 -2.675 -1.899
C 2.659 -2.511 -2.858
H -1.925 -0.049 4.813
C 2.107 -0.214 1.327
C 0.825 -2.963 -4.274
C 2.198 -2.760 -4.114
Cl -4.850 2.968 -0.452
C -0.355 2.783 -0.302
C 0.225 0.014 4.598
N -0.278 -0.126 1.900
C -0.019 -2.916 -3.188
C -1.081 1.609 -0.452
Cl 1.372 2.696 -0.228
H 2.308 0.018 3.989
N 1.812 -2.505 -1.813
S -0.494 -2.730 -0.458
Cl -3.327 0.206 -0.643
C -2.455 1.718 -0.485
C -0.992 4.021 -0.198
H 0.423 -3.155 -5.264
C 0.980 -0.085 2.339
H 3.696 -2.312 -2.628
Pt -0.500 -0.303 -0.321
O 3.249 -0.212 1.771
H 0.425 0.073 5.663
C 1.269 -0.009 3.691
H 2.154 -2.170 -0.910
C -2.388 4.089 -0.235
Cl -3.192 5.605 -0.077
C -1.295 -0.103 2.771
H 2.878 -2.776 -4.954
O 1.753 -0.370 0.096
H -1.085 -3.061 -3.288
C -1.081 -0.043 4.133
H -2.293 -0.140 2.351
C -3.132 2.923 -0.392
Cl -0.071 5.465 -0.007
```

## Properties
net charge	0
E	-3731.67117	Ha
relative energy (zero: lowest compared OMol25 entry of this formula, charge and spin)	0.00	kJ/mol
spin multiplicity	1
HOMO energy (spin up / spin down)	-7.842 / -7.843	eV
E_LUMO (spin up / spin down)	-1.086 / -1.091	eV


Entry 5:
# C18H10F2N3O2S

A cluster of 2 separate species, C18H10F2N3O2S in total (ωB97M-V/def2-TZVPD, OMol25).

```
36
Properties=species:S:1:pos:R:3
C 1.564 -1.411 2.349
H 0.583 1.782 3.261
C 1.249 0.963 2.934
F -0.680 0.003 -5.270
C -2.353 2.878 -1.420
C -2.444 0.727 -3.005
H -3.033 3.488 -2.021
H -0.388 0.485 0.957
H -0.371 -0.480 2.778
N 2.825 -4.563 1.952
C 1.945 -3.786 1.979
H -2.005 4.394 0.116
S -1.857 -1.912 -3.823
C -0.364 -2.918 2.325
H 3.031 2.233 2.885
O -0.503 -1.557 -1.120
H 4.586 0.279 2.533
C -2.028 1.569 -1.816
C 3.493 0.117 2.522
N -1.915 -0.571 -2.721
H 0.442 -1.530 -4.529
C -1.828 3.363 -0.209
O -3.087 1.019 -3.992
N -1.510 -2.994 2.592
F -0.746 -2.062 -6.169
C -1.130 -0.606 -1.536
C 0.714 -0.307 2.663
C -0.554 -1.349 -4.988
C -1.077 2.529 0.643
C -1.282 0.767 -0.966
H -0.696 2.931 1.589
H 3.655 -1.997 2.071
C 2.969 -1.159 2.258
C 2.634 1.202 2.809
C 1.015 -2.729 2.089
C -0.855 1.201 0.281
```

## Properties
net charge	-1
E	-1604.65321	Ha
relative energy (zero: lowest compared OMol25 entry of this formula, charge and spin)	0.00	kJ/mol
spin multiplicity	1
HOMO energy	-3.524	eV
E_LUMO	1.558	eV


Entry 6:
# C18H11BF12IrN3O8S2

A structure of composition C18H11BF12IrN3O8S2 (ωB97M-V/def2-TZVPD, OMol25).

```
56
Properties=species:S:1:pos:R:3
F -3.169 -0.612 0.727
C 1.677 1.628 2.152
C 3.809 1.382 3.966
O 2.650 2.300 -2.924
O 2.749 1.281 -5.186
H 2.290 -0.299 1.437
F -0.865 -0.995 4.385
O -2.016 1.516 -1.171
F -0.496 1.272 4.353
C 1.174 3.845 3.045
H 3.270 3.326 4.655
H 4.619 1.269 4.678
F 1.417 -2.140 0.295
C -0.210 2.885 1.320
H 4.170 -0.529 3.018
H -1.061 2.991 0.656
C 0.553 1.760 1.296
N 0.525 -1.623 -2.483
F -2.521 3.796 -2.943
Ir -0.168 0.306 0.099
C 1.502 -0.330 -3.949
O -4.311 -2.178 -2.372
O -1.458 0.977 -3.523
O -2.089 -1.396 -1.650
H 2.746 1.711 -4.245
N 0.843 -0.509 -1.815
O 1.970 -0.505 -6.246
F -1.157 0.162 2.421
C -4.162 -0.823 -0.116
S -3.498 -1.125 -1.844
C 0.286 -1.557 0.830
H -0.033 -2.321 -2.016
F -2.636 0.467 4.167
C 1.437 0.290 -2.685
F -3.672 2.635 -4.359
F -4.972 0.239 -0.099
B -1.291 0.236 3.862
H 0.685 -2.326 -4.483
S -2.455 1.204 -2.521
C -3.321 2.739 -3.072
C 2.085 0.147 -5.227
C 3.057 2.521 3.959
N -3.726 0.243 -2.600
C 0.110 3.943 2.201
H 1.423 4.662 3.714
C 1.852 1.641 -2.208
F -4.432 2.968 -2.368
C 0.880 -1.545 -3.768
F -4.867 -1.878 0.304
C 2.506 0.478 2.154
O 1.357 1.967 -1.120
H 0.410 -1.531 1.914
H -0.502 4.837 2.196
F -0.726 -2.436 0.544
C 1.979 2.679 3.055
C 3.542 0.354 3.035
```

## Properties
net charge	-2
E	-3582.99984	Ha
relative energy (zero: lowest compared OMol25 entry of this formula, charge and spin)	298.97	kJ/mol
spin multiplicity	1
HOMO energy	-3.181	eV
E_LUMO	4.124	eV